{"formula": "C4H12NO", "method": "wB97M-V/def2-TZVPD", "symbols": ["O", "N", "C", "C", "C", "C", "H", "H", "H", "H", "H", "H", "H", "H", "H", "H", "H", "H"], "coordinates": [[2.672, -0.724, -0.456], [0.311, -0.857, -1.578], [1.808, -1.268, 0.250], [-1.129, 1.779, 1.542], [0.485, -1.716, -0.333], [-0.923, 1.247, 0.114], [-0.747, 2.812, 1.555], [-1.230, 1.950, -0.673], [1.916, -1.278, 1.346], [1.167, -0.301, -1.675], [-2.163, 1.749, 1.865], [0.132, -1.383, -2.432], [-0.356, -1.570, 0.349], [0.559, -2.751, -0.646], [-1.549, 0.348, -0.012], [-0.562, 1.205, 2.299], [-0.494, -0.209, -1.408], [0.105, 0.967, -0.107]], "charge": 0, "multiplicity": 2, "s_squared": 0.75, "e_lumo_ha": [0.018, 0.011]}

=====

{"formula": "C4H11N2O", "method": "wB97M-V/def2-TZVPD", "symbols": ["O", "N", "N", "C", "C", "C", "C", "H", "H", "H", "H", "H", "H", "H", "H", "H", "H", "H"], "coordinates": [[-1.303, 0.745, 0.932], [-0.072, 0.320, -0.970], [0.179, -0.377, 2.525], [0.758, -0.710, -1.579], [0.911, 0.073, 1.276], [-0.200, 0.438, 0.325], [-1.228, 0.749, -1.765], [-1.541, -0.091, -2.372], [-2.134, 0.915, -1.176], [0.460, -1.719, -1.303], [0.812, -0.560, -2.653], [1.271, 1.068, 1.552], [0.819, -0.285, 3.305], [1.796, -0.607, -1.266], [1.651, -0.674, 1.050], [-0.172, -1.329, 2.490], [-0.945, 1.692, -2.245], [-1.062, 0.351, 1.875]], "smiles": "C[N+](C)=C(O)CN", "charge": 1, "e_lumo_ha": -0.134}

=====

{"formula": "C31H42Cl2NO3P3Ti", "method": "wB97M-V/def2-TZVPD", "symbols": ["Ti", "Cl", "Cl", "P", "P", "P", "O", "O", "O", "N", "C", "C", "C", "C", "C", "C", "C", "C", "C", "C", "C", "C", "C", "C", "C", "C", "C", "C", "C", "C", "C", "C", "C", "C", "C", "C", "C", "C", "C", "C", "C", "H", "H", "H", "H", "H", "H", "H", "H", "H", "H", "H", "H", "H", "H", "H", "H", "H", "H", "H", "H", "H", "H", "H", "H", "H", "H", "H", "H", "H", "H", "H", "H", "H", "H", "H", "H", "H", "H", "H", "H", "H", "H"], "coordinates": [[0.145, -0.148, 2.911], [-0.268, -0.714, 5.246], [2.304, 0.474, 3.119], [-3.768, -2.081, 1.151], [1.218, 1.220, -2.079], [1.437, -2.415, 2.958], [-2.029, -0.236, -0.662], [-0.575, 3.827, 3.827], [-0.405, 1.625, 3.307], [-0.676, 3.702, 6.284], [-1.590, 4.018, -3.029], [5.394, 1.896, -4.024], [-1.226, -1.038, 0.202], [0.035, -0.197, 0.577], [0.799, -1.445, -2.707], [2.777, -2.649, 1.749], [0.434, -2.511, -3.504], [-0.661, 2.399, 5.621], [0.954, 3.376, -3.930], [-2.080, -1.484, 1.377], [-0.849, 3.007, -2.387], [0.938, 0.620, -0.001], [4.508, 0.982, -4.603], [-4.906, -0.772, 0.801], [0.205, 4.367, -4.566], [-0.230, 0.074, -4.251], [3.793, 2.223, -2.229], [-0.561, 2.703, 4.118], [-4.207, -2.922, 2.653], [-1.079, 4.686, -4.130], [-0.254, -2.313, -4.704], [3.276, 0.701, -4.005], [0.412, 2.651, -2.849], [2.891, 1.356, -2.825], [-1.602, -1.171, 2.585], [0.376, -3.832, 2.747], [0.490, -0.143, -3.073], [2.304, -2.752, 4.526], [5.035, 2.497, -2.827], [-3.706, -3.232, -0.190], [-0.600, -0.986, -5.059], [4.746, 0.522, -5.562], [-4.168, -2.243, 3.506], [3.584, -1.909, 1.923], [-3.095, -4.074, 0.125], [-1.243, 2.485, -1.515], [2.600, -0.023, -4.460], [-4.721, -3.555, -0.399], [-1.547, 1.835, 5.870], [-4.434, -0.059, 0.116], [-0.909, -1.941, -0.383], [-1.553, 0.026, -1.454], [5.680, 3.221, -2.367], [0.735, -3.520, -3.223], [1.877, 1.214, 0.079], [-2.189, -1.178, 3.561], [-0.336, -3.901, 3.605], [-1.105, -0.801, -6.004], [2.949, -3.624, 4.408], [-0.223, -3.723, 1.812], [-5.790, -1.235, 0.349], [-5.176, -0.245, 1.722], [-0.763, 3.678, 7.289], [6.312, 2.192, -4.561], [-3.261, -2.742, -1.051], [0.204, 4.181, 6.066], [1.566, -2.933, 5.305], [-2.575, 4.229, -2.666], [0.628, 4.855, -5.444], [3.518, 2.695, -1.293], [3.216, -3.676, 1.812], [-1.421, 4.331, 5.922], [2.388, -2.488, 0.722], [0.984, -4.777, 2.690], [2.902, -1.885, 4.794], [-0.488, 1.096, -4.546], [-5.223, -3.296, 2.508], [-0.458, -3.136, -5.399], [0.228, 1.867, 5.931], [-1.687, 5.399, -4.687], [-3.529, -3.760, 2.829], [1.360, -1.609, -1.787], [1.968, 3.141, -4.268]], "charge": 2, "e_lumo_ha": -0.194}

=====

{"formula": "C23H40BeNO3P2", "method": "wB97M-V/def2-TZVPD", "symbols": ["P", "P", "O", "O", "O", "N", "C", "C", "C", "C", "C", "C", "C", "C", "C", "C", "C", "C", "C", "C", "C", "C", "C", "C", "C", "C", "C", "C", "C", "Be", "H", "H", "H", "H", "H", "H", "H", "H", "H", "H", "H", "H", "H", "H", "H", "H", "H", "H", "H", "H", "H", "H", "H", "H", "H", "H", "H", "H", "H", "H", "H", "H", "H", "H", "H", "H", "H", "H", "H", "H"], "coordinates": [[2.307, -0.609, 0.679], [-1.969, -0.120, -1.498], [2.152, -3.026, -1.888], [1.244, -0.222, -1.730], [-0.662, 0.753, 1.405], [-0.767, -1.976, 0.567], [-1.890, -2.499, 0.044], [-0.528, 4.318, 1.662], [-3.104, 0.932, 4.407], [-0.587, 3.055, 1.062], [0.266, -2.805, 0.886], [-1.207, -4.653, 0.800], [1.276, 3.120, -0.642], [-1.608, 0.894, 4.094], [-1.502, -0.850, -3.070], [-1.221, 3.445, 3.827], [-0.880, 1.978, 1.910], [0.047, -4.168, 1.073], [-2.838, -1.535, -0.632], [-3.190, 1.167, -1.749], [1.946, -0.062, 2.372], [-0.996, 3.951, -1.270], [-0.827, 4.508, 3.001], [4.079, -0.334, 0.374], [1.703, -2.339, 0.801], [-2.168, -3.860, 0.163], [-0.227, 2.931, -0.374], [-1.244, 2.141, 3.265], [-0.795, 0.855, 5.364], [-1.040, -0.304, 0.433], [1.530, 2.953, -1.707], [1.768, 1.011, 2.424], [-3.375, 1.811, 5.012], [1.067, -0.586, 2.770], [3.061, -2.766, -2.046], [1.589, 4.147, -0.368], [-3.707, 0.957, 3.491], [4.220, -0.418, -0.716], [-3.373, 0.020, 4.941], [1.855, 2.398, -0.046], [-1.464, 3.546, 4.886], [1.895, -2.061, -1.868], [-0.245, 5.164, 1.071], [-1.176, -0.022, -3.716], [-3.184, -4.156, -0.024], [-1.020, -0.067, 5.876], [-0.993, 1.689, 6.038], [-4.096, 0.717, -2.172], [1.900, -0.024, -2.469], [1.824, -0.163, -0.819], [4.712, -1.046, 0.920], [4.316, 0.700, 0.682], [-1.407, -5.721, 0.896], [-2.775, 1.910, -2.443], [-0.841, 3.733, -2.355], [-0.490, 1.927, -0.721], [-3.463, -1.996, -1.405], [2.179, -2.767, -0.112], [-0.639, 4.991, -1.065], [0.916, -4.811, 1.281], [-2.366, -1.383, -3.498], [-2.088, 3.885, -1.070], [-1.407, -0.028, 3.502], [-0.654, -1.531, -2.915], [2.782, -0.275, 3.051], [2.321, -2.870, 1.547], [-0.812, 5.514, 3.449], [-3.428, 1.662, -0.795], [-3.496, -1.109, 0.143], [0.272, 0.845, 5.175]], "charge": 1, "e_lumo_ha": -0.119}

=====

{"formula": "C31H32F3N4O3STeTi", "method": "wB97M-V/def2-TZVPD", "symbols": ["Te", "Ti", "S", "F", "F", "F", "O", "O", "O", "N", "N", "N", "N", "C", "C", "C", "C", "C", "C", "C", "C", "C", "C", "C", "C", "C", "C", "C", "C", "C", "C", "C", "C", "C", "C", "C", "C", "C", "C", "C", "C", "C", "C", "C", "H", "H", "H", "H", "H", "H", "H", "H", "H", "H", "H", "H", "H", "H", "H", "H", "H", "H", "H", "H", "H", "H", "H", "H", "H", "H", "H", "H", "H", "H", "H", "H"], "coordinates": [[10.306, -2.060, 17.645], [7.419, -3.563, 21.689], [6.080, -1.924, 20.510], [6.456, 1.132, 19.451], [4.742, 0.944, 20.745], [6.160, 2.576, 21.043], [4.755, -6.724, 21.376], [6.271, -5.119, 20.959], [8.699, -4.514, 22.832], [5.848, -3.955, 23.369], [7.484, -1.682, 22.673], [5.167, -5.143, 22.950], [8.879, -3.787, 20.709], [12.719, 1.278, 19.386], [9.408, -4.449, 21.706], [10.179, -1.634, 12.693], [10.733, -5.119, 21.737], [12.851, -5.529, 22.856], [12.960, -1.199, 19.637], [12.983, -6.739, 22.162], [8.214, -1.069, 23.655], [10.215, -1.965, 15.508], [12.184, 2.437, 18.835], [10.924, -6.291, 21.006], [12.244, -0.010, 19.073], [6.905, 0.430, 21.691], [12.036, -7.078, 21.224], [10.150, -1.400, 11.209], [9.163, -1.127, 13.519], [11.218, -0.123, 18.113], [5.430, -5.672, 21.724], [7.807, -1.044, 15.603], [11.278, -2.445, 14.721], [6.052, 1.257, 20.772], [6.848, -0.965, 21.722], [12.570, -2.907, 15.384], [10.702, 1.053, 17.566], [11.209, -2.299, 13.315], [8.423, 0.314, 23.624], [9.072, -1.381, 14.855], [5.200, -7.283, 20.113], [11.126, 2.324, 17.928], [11.712, -4.785, 22.688], [7.780, 1.005, 22.606], [10.616, -2.262, 10.696], [7.611, -1.773, 16.400], [8.687, -1.698, 24.430], [10.157, -6.652, 20.336], [4.730, -5.748, 23.643], [6.934, -0.992, 14.922], [7.938, -0.073, 16.129], [13.595, -5.140, 23.549], [12.937, -2.099, 16.073], [13.748, -7.506, 22.403], [10.571, 3.142, 17.478], [4.392, -7.909, 19.696], [11.516, -3.858, 23.234], [13.211, -1.951, 18.872], [13.354, -3.039, 14.665], [13.452, 1.310, 20.177], [9.841, 0.943, 16.915], [12.141, -8.021, 20.677], [9.137, -1.232, 10.869], [6.097, -7.953, 20.292], [12.473, -3.838, 15.975], [8.944, 0.884, 24.375], [12.379, -1.720, 20.392], [12.614, 3.434, 19.031], [13.919, -0.925, 20.095], [5.258, -3.113, 23.393], [8.308, -0.574, 13.074], [11.963, -2.780, 12.727], [10.775, -0.544, 10.929], [5.550, -6.520, 19.380], [6.279, -4.089, 24.275], [7.975, 2.098, 22.532]], "charge": 1, "e_lumo_ha": -0.133}

=====

{"formula": "C15H59N9O13", "method": "wB97M-V/def2-TZVPD", "symbols": ["O", "O", "O", "O", "O", "O", "O", "O", "O", "O", "O", "O", "O", "N", "N", "N", "N", "N", "N", "N", "N", "N", "C", "C", "C", "C", "C", "C", "C", "C", "C", "C", "C", "C", "C", "C", "C", "H", "H", "H", "H", "H", "H", "H", "H", "H", "H", "H", "H", "H", "H", "H", "H", "H", "H", "H", "H", "H", "H", "H", "H", "H", "H", "H", "H", "H", "H", "H", "H", "H", "H", "H", "H", "H", "H", "H", "H", "H", "H", "H", "H", "H", "H", "H", "H", "H", "H", "H", "H", "H", "H", "H", "H", "H", "H", "H"], "coordinates": [[0.924, 3.156, 0.009], [2.566, -0.455, 2.335], [-3.133, 2.052, -0.422], [-1.299, -4.016, 3.501], [-1.176, -0.129, -0.837], [-2.957, -1.855, 3.231], [4.278, 0.585, -2.030], [-1.487, 3.231, 1.279], [4.380, 2.340, 3.421], [-3.732, -0.453, 0.992], [-0.946, 0.304, -3.926], [-4.914, -1.226, -5.520], [-2.592, -4.216, 0.522], [-1.192, 1.508, 2.685], [-2.391, -1.843, -5.069], [2.588, 2.272, 2.182], [-0.337, -1.490, 0.690], [1.068, 1.964, -2.963], [-1.942, 3.331, 3.475], [1.184, -2.537, 3.464], [3.990, 3.854, 1.842], [0.684, 0.378, 0.302], [-1.635, 2.699, 2.372], [-2.732, -2.730, -2.847], [-3.302, -2.563, -4.266], [-4.526, -1.674, -4.266], [1.086, -1.252, 4.067], [3.815, -0.991, 1.753], [0.676, -1.487, 5.552], [-5.016, 0.174, -5.717], [5.483, 0.877, -1.385], [3.727, 2.771, 2.480], [2.132, 0.961, -2.821], [-0.305, -0.413, -0.049], [2.444, -0.640, 3.767], [2.422, 0.375, -4.142], [3.447, 1.657, -2.225], [2.339, 1.501, 2.786], [-2.427, -4.742, 1.305], [4.791, 4.393, 2.141], [-3.567, -3.545, -4.658], [-3.021, -1.605, -5.823], [5.220, 1.293, -0.412], [-1.798, -3.290, -2.794], [-4.275, -0.867, -3.577], [-0.970, -2.250, 0.488], [3.129, -0.443, -4.005], [0.903, -0.545, 6.052], [-0.677, 1.106, 1.915], [1.098, 4.087, -0.131], [-1.230, -0.115, -3.113], [-0.310, -1.933, 5.685], [-4.511, -0.861, 0.614], [-5.346, 0.415, -6.727], [2.580, 0.375, 4.141], [-0.485, -3.513, 3.462], [3.406, 4.240, 1.114], [-2.392, 1.520, -0.710], [-2.737, 2.762, 0.084], [-3.714, 0.426, 0.613], [3.849, -0.689, 0.707], [-4.065, 0.616, -5.419], [1.489, -0.059, -4.501], [-3.276, -3.601, 0.786], [3.793, 2.388, -2.956], [3.949, -2.068, 1.856], [1.755, -2.552, 2.631], [5.967, -0.094, -1.274], [6.005, 1.618, -1.989], [3.187, -1.230, 4.304], [0.396, -1.707, 1.350], [-5.750, 0.469, -4.967], [-2.422, -1.749, -2.487], [-2.282, 4.281, 3.440], [0.270, -0.737, 3.559], [0.805, 2.157, -2.007], [-1.978, -3.362, 3.662], [-1.779, 2.834, 4.339], [-3.063, -1.370, 2.413], [2.075, 2.515, 1.347], [1.369, 2.887, -3.240], [-1.520, 1.053, 3.525], [1.684, -3.124, 4.116], [3.265, 2.156, -1.273], [1.437, -2.106, 6.028], [-5.353, -2.262, -3.867], [-1.978, -0.945, -4.861], [1.301, 0.038, 1.026], [-0.229, 0.880, -3.662], [2.693, 1.047, -4.956], [1.842, 0.128, -2.180], [-2.782, -1.182, 3.888], [-3.423, -3.092, -2.085], [4.599, -0.523, 2.349], [0.742, 1.320, -0.056], [0.145, 3.138, 0.566]], "charge": 1, "multiplicity": 2, "s_squared": 0.75, "e_lumo_ha": [-0.070, -0.260]}